<a>
Below is a cluster of 2 separate species, C9H14 in total, with properties calculated with wB97M-V/def2-TZVPD.

Properties
total charge = 0
SMILES string = Cc1ccccc1.CC
HOMO level = -9.04 eV
LUMO energy = 0.993 eV

Last column: Mulliken charge in e.
Atoms and positions in Å:
C1 -1.385 0.152 1.903  -1.42
C2 -1.382 0.559 0.471  0.69
C3 -2.306 -0.042 -0.397  -0.34
C4 -2.349 0.266 -1.750  -0.50
C5 -1.533 1.238 -2.299  -0.47
C6 -0.577 1.823 -1.476  -0.51
C7 -0.534 1.476 -0.133  -0.21
H1 -0.696 -0.671 2.110  0.26
H2 -2.380 -0.087 2.268  0.36
H3 -0.957 0.902 2.563  0.38
H4 -2.968 -0.814 -0.028  0.34
H5 -3.120 -0.211 -2.346  0.34
H6 -1.522 1.488 -3.342  0.37
H7 0.106 2.592 -1.795  0.38
H8 0.145 2.028 0.509  0.32
C8 3.170 -1.198 1.060  -0.86
C9 2.175 -1.454 -0.057  -0.79
H9 3.408 -0.156 1.259  0.29
H10 2.782 -1.597 2.001  0.26
H11 4.068 -1.757 0.915  0.31
H12 1.342 -2.086 0.208  0.29
H13 2.612 -1.876 -0.982  0.36
H14 1.900 -0.577 -0.663  0.16

***

<b>
Below is a cluster of 2 separate species, C9H14 in total, with properties calculated with wB97M-V/def2-TZVPD.

Properties
total charge = 0
SMILES string = Cc1ccccc1.CC
HOMO level = -8.81 eV
LUMO energy = 0.915 eV

Last column: Mulliken charge in e.
Atoms and positions in Å:
C1 0.053 1.878 1.775  -1.47
C2 0.617 0.887 0.810  0.98
C3 0.374 1.024 -0.635  -0.64
C4 0.862 -0.024 -1.398  -0.40
C5 1.727 -1.041 -0.909  -0.59
C6 1.923 -1.091 0.439  -0.13
C7 1.392 -0.128 1.301  -0.67
H1 -0.938 1.504 2.080  0.32
H2 -0.408 2.716 1.238  0.34
H3 0.470 2.081 2.753  0.41
H4 -0.369 1.723 -0.922  0.51
H5 0.628 -0.038 -2.432  0.39
H6 2.218 -1.809 -1.555  0.33
H7 2.490 -2.022 0.809  0.24
H8 1.611 -0.174 2.370  0.37
C8 -1.929 -0.323 -0.652  -0.30
C9 -3.254 -1.096 -0.690  -1.11
H9 -1.896 0.419 -1.468  0.34
H10 -1.661 -0.046 0.374  0.07
H11 -1.141 -1.026 -0.998  0.17
H12 -3.710 -1.258 0.299  0.28
H13 -4.055 -0.717 -1.323  0.27
H14 -2.930 -2.035 -1.130  0.29

***

<c>
Below is a cluster of 2 separate species, C9H14 in total, with properties calculated with wB97M-V/def2-TZVPD.

Properties
total charge = 0
SMILES string = Cc1ccccc1.CC
HOMO level = -9.04 eV
LUMO energy = 1.044 eV

Last column: Mulliken charge in e.
Atoms and positions in Å:
C1 0.992 1.407 -1.102  -1.54
C2 0.992 0.095 -0.328  0.85
C3 1.810 -0.019 0.809  -0.48
C4 1.779 -1.164 1.563  -0.45
C5 1.006 -2.244 1.159  -0.43
C6 0.215 -2.129 0.047  -0.57
C7 0.129 -0.919 -0.651  -0.24
H1 0.276 1.395 -1.922  0.36
H2 2.007 1.682 -1.356  0.44
H3 0.580 2.147 -0.430  0.30
H4 2.394 0.873 1.024  0.37
H5 2.421 -1.266 2.433  0.34
H6 1.032 -3.087 1.835  0.35
H7 -0.327 -2.997 -0.307  0.36
H8 -0.587 -0.940 -1.469  0.38
C8 -2.816 1.140 -0.890  -0.39
C9 -2.605 2.370 -0.027  -0.99
H9 -3.462 1.146 -1.762  0.37
H10 -1.838 0.866 -1.271  -0.15
H11 -3.152 0.341 -0.224  0.24
H12 -2.138 2.159 0.936  0.27
H13 -3.502 2.968 0.201  0.33
H14 -2.070 3.169 -0.541  0.29

***

<d>
Below is a cluster of 2 separate species, C9H14 in total, with properties calculated with wB97M-V/def2-TZVPD.

Properties
total charge = 0
SMILES string = Cc1ccccc1.CC
HOMO level = -8.92 eV
LUMO energy = 0.989 eV

Last column: Mulliken charge in e.
Atoms and positions in Å:
C1 -1.218 -1.100 1.885  -1.39
C2 0.018 -0.403 1.336  0.79
C3 0.041 0.942 1.285  -0.61
C4 1.190 1.613 1.086  -0.39
C5 2.452 0.950 0.853  -0.71
C6 2.332 -0.436 0.632  -0.49
C7 1.186 -1.098 1.117  -0.33
H1 -1.933 -0.436 2.316  0.38
H2 -1.079 -1.798 2.711  0.36
H3 -1.934 -1.543 1.048  0.24
H4 -0.806 1.507 1.404  0.45
H5 1.374 2.590 0.923  0.42
H6 3.174 1.606 0.779  0.52
H7 3.144 -1.047 0.324  0.46
H8 1.286 -2.154 1.493  0.31
C8 -0.488 -0.298 -2.303  -0.43
C9 -1.780 0.488 -2.539  -0.96
H9 0.347 0.451 -2.257  0.22
H10 -0.618 -0.828 -1.394  -0.03
H11 -0.346 -1.112 -3.105  0.31
H12 -2.641 -0.127 -2.903  0.31
H13 -2.225 0.839 -1.639  0.29
H14 -1.477 1.395 -3.053  0.29

***

Stability check: which of them is most stable? <c>.

***

<a>
Below is a cluster of 2 separate species, C9H14 in total, with properties calculated with wB97M-V/def2-TZVPD.

Properties
total charge = 0
SMILES string = Cc1ccccc1.CC
HOMO level = -9.02 eV
LUMO energy = 1.070 eV

Last column: Mulliken charge in e.
Atoms and positions in Å:
C1 0.821 -3.938 -0.455  -1.32
C2 0.737 -2.425 -0.460  0.92
C3 -0.102 -1.776 0.440  -0.62
C4 -0.153 -0.388 0.456  -0.30
C5 0.538 0.328 -0.513  -0.31
C6 1.346 -0.318 -1.422  -0.57
C7 1.408 -1.716 -1.445  -0.49
H1 1.054 -4.304 -1.457  0.36
H2 -0.139 -4.372 -0.177  0.35
H3 1.615 -4.306 0.197  0.27
H4 -0.607 -2.340 1.215  0.33
H5 -0.651 0.124 1.268  0.28
H6 0.514 1.401 -0.430  0.37
H7 2.051 0.245 -2.025  0.33
H8 1.992 -2.180 -2.228  0.32
C8 -1.313 3.259 0.133  -0.77
C9 -1.246 3.146 1.630  -0.89
H9 -1.328 4.299 -0.238  0.34
H10 -0.496 2.972 -0.519  0.29
H11 -2.275 2.877 -0.212  0.22
H12 -1.741 3.971 2.155  0.34
H13 -0.244 3.147 2.053  0.28
H14 -1.782 2.294 2.035  0.28

***

<b>
Below is a cluster of 2 separate species, C9H14 in total, with properties calculated with wB97M-V/def2-TZVPD.

Properties
total charge = 0
SMILES string = Cc1ccccc1.CC
HOMO level = -8.86 eV
LUMO energy = 0.977 eV

Last column: Mulliken charge in e.
Atoms and positions in Å:
C1 -2.457 0.274 -1.515  -1.33
C2 -1.126 0.953 -1.248  1.10
C3 -0.030 0.027 -1.141  -0.68
C4 1.124 0.642 -0.743  0.06
C5 1.316 2.068 -0.652  -0.74
C6 0.265 2.836 -1.057  -0.04
C7 -1.030 2.374 -1.420  -0.89
H1 -2.623 -0.713 -1.106  0.36
H2 -2.845 0.280 -2.559  0.27
H3 -3.352 0.809 -0.945  0.30
H4 -0.011 -1.104 -1.191  0.29
H5 2.202 0.179 -0.477  0.21
H6 2.188 2.464 -0.116  0.35
H7 0.428 3.979 -1.096  0.21
H8 -1.765 3.026 -1.653  0.53
C8 0.832 -2.924 1.673  -0.64
C9 1.067 -1.709 2.497  -0.88
H9 0.988 -2.785 0.560  0.15
H10 1.452 -3.727 2.026  0.31
H11 -0.244 -3.189 1.726  0.21
H12 0.334 -0.906 2.707  0.31
H13 1.352 -1.843 3.551  0.35
H14 1.932 -1.010 2.177  0.19

***

Stability check: which of them is most stable? <a>.

***

<a>
Below is a cluster of 2 separate species, C9H14 in total, with properties calculated with wB97M-V/def2-TZVPD.

Properties
total charge = 0
SMILES string = Cc1ccccc1.CC
HOMO level = -8.88 eV
LUMO energy = 0.975 eV

Last column: Mulliken charge in e.
Atoms and positions in Å:
C1 0.668 -2.212 -1.181  -1.77
C2 0.444 -1.203 -0.187  0.77
C3 1.236 -0.043 0.076  -0.56
C4 1.159 0.582 1.335  -0.28
C5 0.261 0.097 2.271  -0.13
C6 -0.602 -0.945 1.961  -0.49
C7 -0.557 -1.514 0.687  -0.22
H1 -0.018 -2.455 -2.067  0.31
H2 0.782 -3.120 -0.621  0.34
H3 1.421 -2.114 -1.833  0.53
H4 1.798 0.677 -0.546  0.37
H5 1.868 1.409 1.668  0.28
H6 0.268 0.634 3.331  0.21
H7 -1.297 -1.445 2.734  0.26
H8 -1.326 -2.253 0.323  0.33
C8 -0.343 2.651 -1.636  -0.53
C9 -1.708 1.803 -2.034  -0.80
H9 -0.807 3.205 -0.769  0.20
H10 0.440 2.143 -1.158  -0.03
H11 -0.244 3.230 -2.439  0.39
H12 -2.259 2.222 -2.899  0.32
H13 -2.460 1.801 -1.234  0.26
H14 -1.510 0.775 -2.239  0.22

***

<b>
Below is a cluster of 2 separate species, C9H14 in total, with properties calculated with wB97M-V/def2-TZVPD.

Properties
total charge = 0
SMILES string = Cc1ccccc1.CC
HOMO level = -8.82 eV
LUMO energy = 0.985 eV

Last column: Mulliken charge in e.
Atoms and positions in Å:
C1 0.678 -0.231 3.105  -1.28
C2 0.295 -0.882 1.767  0.88
C3 -0.327 -2.153 1.687  -0.59
C4 -0.436 -2.791 0.466  -0.34
C5 -0.293 -2.049 -0.688  -0.36
C6 0.128 -0.711 -0.624  -0.28
C7 0.607 -0.193 0.530  -0.60
H1 1.700 -0.494 3.490  0.26
H2 -0.067 -0.489 3.808  0.40
H3 0.646 0.853 2.945  0.34
H4 -0.312 -2.670 2.633  0.34
H5 -0.496 -3.888 0.527  0.34
H6 -0.579 -2.291 -1.801  0.21
H7 0.203 -0.116 -1.520  0.36
H8 1.075 0.796 0.625  0.33
C8 0.005 3.520 -1.980  -0.80
C9 -0.637 3.386 -3.369  -0.79
H9 -0.367 2.683 -1.239  0.10
H10 1.009 3.563 -2.041  0.34
H11 -0.336 4.405 -1.554  0.39
H12 -0.898 2.392 -3.776  0.28
H13 -0.009 4.035 -4.005  0.24
H14 -1.680 3.851 -3.458  0.24

***

Stability check: which of them is most stable? <b>.